A molecular structure, C31H36MoN7O4S at a distorted geometry. Source: the Open Molecules 2025 dataset; level of theory: ωB97M-V with the def2-TZVPD basis set.

Summary:
HOMO energy (spin up / spin down) ... -9.92 / -9.64 eV
Multiplicity ... 3
LUMO level (spin up / spin down) ... -3.610 / -3.577 eV
<S²> ... 2.0411
Net charge ... +1

Last column: Mulliken spin population.
Geometry (Å):
1 Mo 0.105 0.918 -0.448  2.251
2 O 3.528 0.837 2.137  -0.003
3 C 3.194 2.080 2.708  0.020
4 C 4.237 2.824 3.221  0.001
5 C 3.957 3.961 3.968  0.000
6 C 2.643 4.323 4.212  0.001
7 C 1.603 3.567 3.690  -0.007
8 C 1.865 2.439 2.922  -0.017
9 C 0.736 1.686 2.322  -0.165
10 N -0.149 1.129 3.002  -0.002
11 C -1.234 0.318 2.508  0.007
12 C -2.004 0.825 1.279  0.008
13 N -2.596 -0.272 0.510  -0.007
14 C -3.830 -0.718 0.543  0.006
15 C -4.054 -1.737 -0.403  0.005
16 C -5.240 -2.440 -0.683  0.003
17 C -5.225 -3.357 -1.700  0.000
18 C -4.055 -3.582 -2.454  0.003
19 C -2.881 -2.914 -2.199  0.004
20 C -2.891 -1.990 -1.155  0.071
21 O -1.561 -2.617 1.343  -0.008
22 H 5.253 2.486 3.069  0.000
23 H 4.769 4.549 4.373  0.000
24 H 2.423 5.195 4.812  0.000
25 H 0.574 3.844 3.876  -0.001
26 H 0.792 1.783 1.195  0.005
27 H -1.944 0.196 3.325  0.000
28 H -0.851 -0.684 2.290  0.000
29 H -1.483 1.580 0.602  -0.014
30 H -2.833 1.473 1.574  -0.005
31 H -4.556 -0.274 1.210  0.001
32 H -6.137 -2.252 -0.108  0.000
33 H -6.121 -3.911 -1.941  0.000
34 H -4.085 -4.297 -3.266  0.000
35 H -1.997 -3.073 -2.799  0.004
36 C 0.948 -6.062 0.797  0.000
37 C 0.276 -5.644 2.097  0.000
38 N -0.793 -4.671 1.902  -0.002
39 C -0.630 -3.357 1.646  0.007
40 S -1.588 -1.024 -0.598  -0.023
41 N 0.705 -2.920 1.851  -0.031
42 N 1.029 -1.981 1.066  -0.002
43 C 2.238 -1.402 1.289  -0.057
44 C 3.176 -1.910 2.340  0.000
45 C 2.502 -0.372 0.384  0.018
46 C 2.048 -0.314 -0.974  -0.002
47 C 2.438 0.747 -1.780  0.029
48 C 3.355 1.728 -1.336  0.016
49 C 3.764 1.683 -0.045  -0.023
50 N 3.247 0.738 0.781  0.027
51 H 1.655 -6.872 0.976  0.000
52 H 0.211 -6.408 0.071  0.000
53 H 1.493 -5.223 0.361  0.000
54 H -0.167 -6.506 2.594  0.000
55 H 1.004 -5.213 2.782  0.000
56 H -1.731 -5.008 1.758  0.000
57 H 2.723 -1.883 3.332  0.000
58 H 3.389 -2.960 2.122  -0.001
59 H 4.113 -1.365 2.357  0.000
60 H 1.561 -1.173 -1.409  -0.003
61 H 2.110 0.725 -2.809  0.001
62 H 3.739 2.483 -2.004  -0.002
63 H 4.441 2.391 0.409  -0.002
64 O -0.223 0.353 -2.550  -0.009
65 C -1.259 0.846 -3.192  -0.018
66 O -2.337 0.286 -3.222  0.006
67 C -1.087 2.111 -4.066  -0.001
68 N -2.175 3.015 -3.729  0.000
69 C -1.851 4.368 -4.151  0.001
70 C -0.312 4.424 -4.115  0.004
71 C 0.154 2.995 -3.825  -0.068
72 H -1.089 1.776 -5.115  0.000
73 H -1.023 1.958 -1.139  -0.072
74 H -3.084 2.672 -3.999  0.000
75 H -2.304 5.086 -3.465  0.000
76 H -2.211 4.611 -5.159  0.000
77 H 0.065 5.150 -3.396  -0.002
78 H 0.061 4.728 -5.093  0.000
79 H 0.484 2.790 -2.811  0.046
80 H 0.987 2.710 -4.472  0.002


A single C3H6N2S molecule at a distorted geometry. Source: the Open Molecules 2025 dataset; level of theory: ωB97M-V with the def2-TZVPD basis set.

Summary:
HOMO energy ... -8.10 eV
SMILES string ... S=C1NCCN1
LUMO level ... 0.764 eV

Last column: natural (NBO) charge in e.
Geometry (Å):
1 S 0.508 -0.984 2.774  -0.283
2 C 0.225 -0.428 1.212  0.294
3 N -0.400 -1.110 0.238  -0.603
4 C -0.258 -0.441 -1.065  -0.223
5 C -0.019 1.016 -0.580  -0.224
6 N 0.587 0.782 0.731  -0.597
7 H -0.467 -2.139 0.346  0.424
8 H -1.159 -0.513 -1.642  0.210
9 H 0.625 -0.821 -1.631  0.191
10 H -1.022 1.535 -0.514  0.185
11 H 0.614 1.593 -1.231  0.211
12 H 0.768 1.511 1.362  0.414


A molecular structure, C7H9NO3S at a distorted geometry. Source: the Open Molecules 2025 dataset; level of theory: ωB97M-V with the def2-TZVPD basis set.

Summary:
HOMO energy ... -9.00 eV
LUMO level ... 0.492 eV

Last column: natural (NBO) charge in e.
Geometry (Å):
1 C -0.630 -0.578 -3.247  -0.303
2 C 0.510 -0.808 -2.375  -0.275
3 C -1.599 -0.048 -2.506  0.093
4 C 0.109 -0.355 -1.148  0.236
5 C -0.705 0.819 1.750  -0.677
6 C 0.615 -0.296 0.307  -0.449
7 C 0.631 0.971 1.175  -0.116
8 N 1.559 0.901 2.238  -0.833
9 O 0.035 -1.534 2.671  -0.946
10 O -1.732 -1.589 1.070  -0.903
11 O -1.160 0.207 -1.262  -0.434
12 S -0.583 -0.941 1.506  2.199
13 H -0.813 -0.705 -4.326  0.235
14 H 1.432 -1.299 -2.538  0.234
15 H -2.368 0.559 -3.023  0.211
16 H -0.803 1.235 2.752  0.259
17 H -1.371 1.234 1.143  0.241
18 H 2.016 -0.907 0.246  0.248
19 H 0.902 1.871 0.735  0.227
20 H 1.450 0.099 2.769  0.383
21 H 2.506 1.166 2.063  0.373


9 unconnected molecules or ions with the total composition H18O9 at a distorted geometry. Source: the Open Molecules 2025 dataset; level of theory: ωB97M-V with the def2-TZVPD basis set.

Summary:
HOMO energy ... -11.27 eV
SMILES string ... O.O.O.O.O.O.O.O.O
LUMO level ... -0.382 eV

Last column: natural (NBO) charge in e.
Geometry (Å):
1 O 1.310 -0.160 0.216  -0.933
2 H 0.482 0.131 0.650  0.474
3 H 1.126 0.007 -0.693  0.459
4 O -1.766 2.888 1.157  -0.934
5 H -1.188 3.629 1.392  0.470
6 H -2.313 3.259 0.428  0.465
7 O -3.640 -1.228 -1.954  -0.917
8 H -3.367 -0.818 -2.815  0.463
9 H -2.766 -1.478 -1.756  0.455
10 O 2.990 -2.229 -0.837  -0.922
11 H 3.279 -1.344 -0.773  0.463
12 H 3.160 -2.563 -1.663  0.459
13 O -4.498 -0.785 1.013  -0.931
14 H -5.324 -0.538 0.726  0.459
15 H -3.933 -0.372 0.307  0.471
16 O -0.692 3.220 -1.735  -0.931
17 H -0.321 3.041 -2.626  0.469
18 H -1.374 3.839 -1.932  0.462
19 O 1.104 -0.125 4.701  -0.931
20 H 0.811 0.435 4.057  0.461
21 H 0.647 -0.977 4.565  0.470
22 O -0.052 -3.679 -0.150  -0.904
23 H -0.667 -3.734 0.549  0.457
24 H -0.585 -3.011 -0.664  0.447
25 O 6.176 1.134 -0.751  -0.915
26 H 6.010 0.362 -0.193  0.463
27 H 5.391 1.095 -1.217  0.453


10 unconnected molecules or ions with the total composition C17H54O17 at a distorted geometry. Source: the Open Molecules 2025 dataset; level of theory: ωB97M-V with the def2-TZVPD basis set.

Summary:
HOMO energy ... -9.05 eV
SMILES string ... OCCO.OCCO.OCCO.OCCO.OCCO.OCCO.OCCO.CO.CO.CO
LUMO level ... 0.116 eV

Last column: Mulliken charge in e.
Geometry (Å):
1 O 0.946 -2.437 3.589  -0.550
2 C 1.721 -1.608 2.731  0.331
3 C 1.727 -0.177 3.187  -0.429
4 O 0.475 0.444 2.918  -0.444
5 H 1.122 -3.355 3.320  0.285
6 H 2.730 -2.041 2.696  0.458
7 H 1.333 -1.650 1.702  -0.427
8 H 2.524 0.394 2.703  0.118
9 H 1.899 -0.157 4.266  0.385
10 H 0.488 0.639 1.954  0.383
11 O -2.061 0.709 4.104  -0.605
12 C -2.303 -0.580 4.653  -0.339
13 C -2.962 -1.500 3.654  0.249
14 O -4.238 -0.994 3.270  -0.567
15 H -1.193 0.664 3.671  0.528
16 H -1.311 -1.002 4.865  0.171
17 H -2.879 -0.515 5.571  0.298
18 H -3.160 -2.469 4.126  0.317
19 H -2.331 -1.743 2.791  -0.282
20 H -4.082 -0.198 2.749  0.336
21 O 0.152 2.506 -2.131  -0.339
22 C 1.305 2.315 -2.985  -0.501
23 C 2.507 1.729 -2.275  -0.124
24 O 3.276 2.675 -1.542  -0.589
25 H -0.555 2.829 -2.699  0.177
26 H 1.019 1.578 -3.744  0.408
27 H 1.570 3.263 -3.453  0.284
28 H 3.250 1.284 -2.938  0.396
29 H 2.202 0.902 -1.615  -0.015
30 H 2.746 2.975 -0.784  0.297
31 O 3.416 -2.334 -3.119  -0.611
32 C 2.053 -2.486 -2.699  0.305
33 C 1.653 -3.949 -2.823  -0.399
34 O 1.427 -4.305 -4.195  -0.561
35 H 3.420 -2.187 -4.069  0.341
36 H 2.001 -2.044 -1.704  -0.002
37 H 1.418 -1.897 -3.367  0.151
38 H 0.751 -4.219 -2.273  0.034
39 H 2.458 -4.542 -2.381  0.415
40 H 2.252 -4.727 -4.459  0.322
41 O 0.742 -5.052 2.679  -0.618
42 C -0.598 -4.904 2.224  -0.257
43 C -0.669 -4.758 0.709  -0.575
44 O -0.114 -3.534 0.250  -0.193
45 H 1.058 -5.901 2.349  0.328
46 H -1.263 -5.706 2.560  0.424
47 H -1.008 -3.997 2.667  0.005
48 H -1.693 -4.718 0.333  0.364
49 H -0.158 -5.601 0.220  0.334
50 H 0.831 -3.493 0.435  0.196
51 O -0.920 4.302 -0.117  -0.492
52 C -1.460 5.343 -0.933  -0.373
53 C -0.518 6.524 -1.052  -0.498
54 O 0.654 6.218 -1.779  -0.471
55 H -0.505 3.627 -0.692  0.328
56 H -1.653 4.880 -1.907  0.233
57 H -2.403 5.684 -0.502  0.313
58 H -0.184 6.851 -0.067  0.285
59 H -1.096 7.366 -1.456  0.360
60 H 0.419 5.873 -2.645  0.291
61 O 1.861 3.455 0.682  -0.237
62 C 2.543 3.043 1.872  0.065
63 C 3.306 4.205 2.486  -0.781
64 O 4.385 4.610 1.656  -0.562
65 H 1.088 3.964 0.983  0.207
66 H 1.865 2.595 2.606  0.171
67 H 3.251 2.277 1.547  0.221
68 H 3.652 3.993 3.498  0.399
69 H 2.614 5.051 2.618  0.280
70 H 3.983 5.083 0.919  0.326
71 C -5.372 -0.777 -1.900  -0.691
72 O -3.962 -0.804 -1.633  -0.431
73 H -5.851 -0.422 -0.984  0.207
74 H -5.640 -0.071 -2.689  0.266
75 H -5.722 -1.796 -2.079  0.277
76 H -3.599 -1.288 -2.393  0.336
77 C -1.613 -2.307 -3.482  -0.334
78 O -2.897 -2.076 -4.066  -0.578
79 H -1.044 -3.085 -3.996  0.323
80 H -1.139 -1.342 -3.336  0.041
81 H -1.757 -2.768 -2.493  0.270
82 H -3.261 -2.906 -4.385  0.299
83 C -0.696 -0.206 -0.316  -0.171
84 O 0.187 0.747 0.240  -0.109
85 H -1.407 -0.581 0.415  0.100
86 H -1.228 0.212 -1.176  0.376
87 H -0.157 -1.056 -0.752  -0.241
88 H 0.382 1.454 -0.385  -0.219


A single C5H9NOS molecule at a distorted geometry. Source: the Open Molecules 2025 dataset; level of theory: ωB97M-V with the def2-TZVPD basis set.

Summary:
HOMO energy ... -8.66 eV
SMILES string ... C=C[C@H](OC)C(N)=S
LUMO level ... 0.065 eV

Last column: natural (NBO) charge in e.
Geometry (Å):
1 C -2.565 0.007 -0.736  -0.377
2 C -1.272 -0.068 -1.127  -0.207
3 C -0.005 -0.509 -0.512  -0.011
4 O -0.301 -0.960 0.818  -0.558
5 C 1.126 -1.246 1.433  -0.312
6 C 1.061 0.734 -0.502  0.102
7 N 0.931 1.579 0.587  -0.862
8 S 1.971 1.022 -1.877  -0.101
9 H -2.976 -0.094 0.269  0.203
10 H -3.364 0.224 -1.456  0.204
11 H -1.025 0.161 -2.159  0.208
12 H 0.503 -1.297 -1.134  0.213
13 H 1.706 -0.098 1.334  0.219
14 H 0.962 -1.371 2.502  0.202
15 H 1.687 -2.111 0.844  0.203
16 H -0.113 1.739 1.209  0.457
17 H 1.674 2.290 0.507  0.417


The following ΔE to the lowest compared entry with this formula, charge and spin values (in kJ/mol) correspond, in order, to the records above: 1270.9 0.0 425.9 409.1 3.6 411.7.